# 1
25
Properties=species:S:1:pos:R:3:forces:R:3:mulliken_spin:R:1 method="wB97M-V/def2-TZVPD" spin_multiplicity=6 gap_ev="3.18 / 1.69" homo_energy_ev="1.2611 / 1.2089" total_charge=-2 max_force_ev_per_a=4.53 s_squared=8.78 lumo_energy_ev="4.4 / 2.9"
Pm -0.11674 -1.95908 1.88424 -1.239 -4.238 -1.021 4.053
S -1.45363 2.37910 4.47926 0.273 0.109 -0.182 0.396
Sb -0.37061 0.80989 3.20743 -1.732 -0.372 0.796 0.198
S -0.28601 -1.25766 4.49955 0.204 1.064 0.231 0.204
S -2.11057 -0.10986 1.54531 0.316 1.157 1.799 0.194
O 0.19789 -0.91466 -0.07600 0.327 0.661 -0.643 0.007
S -0.96517 -0.15803 -0.70471 0.605 0.192 -2.285 -0.005
C -0.57444 1.62089 -0.47926 -0.043 -0.025 0.009 -0.012
C 0.05173 2.19800 -1.74333 0.107 -0.089 -0.021 0.003
C 0.82254 1.05511 -2.39668 0.013 0.049 0.025 0.001
C -0.17676 -0.08031 -2.43995 -0.257 -0.176 0.384 -0.003
H 0.13722 1.62491 0.34797 -0.030 0.000 -0.006 0.015
H -1.49153 2.10915 -0.16030 0.007 0.019 0.077 -0.004
H 0.69792 3.04497 -1.50260 -0.060 0.035 0.021 -0.001
H -0.73073 2.54610 -2.42573 0.027 0.041 -0.001 0.000
H 1.66050 0.76501 -1.75685 0.013 0.026 -0.021 0.000
H 1.22463 1.33146 -3.37819 -0.058 -0.046 0.033 0.000
H 0.25727 -1.06248 -2.62610 -0.101 0.017 0.043 0.000
H -0.98876 0.10912 -3.14901 0.015 0.036 -0.024 0.000
S 3.93879 0.61453 1.52385 0.485 0.805 -0.111 0.006
C 2.97381 -0.67031 1.66453 -0.517 -1.166 0.067 0.013
N 2.30165 -1.62970 1.75724 0.506 0.466 0.045 -0.004
C -1.40254 -3.88812 0.91166 0.915 1.640 0.485 -0.066
H -1.17788 -4.23361 -0.11336 0.232 -0.101 0.014 0.005
H -2.41859 -4.24440 1.13102 -0.009 -0.103 0.286 0.000


# 2
18
Properties=species:S:1:pos:R:3:forces:R:3:lowdin_charge:R:1 method="wB97M-V/def2-TZVPD" gap_ev=7.46 homo_energy_ev=-12.9159 total_charge=+1 max_force_ev_per_a=1.10 de_lowest_kcal_mol=0.0 lumo_energy_ev=-5.5
C 0.03596 1.44322 -0.65229 0.172 -0.161 -0.393 -0.033
C 0.56310 0.81035 -1.77528 -0.425 0.518 0.130 -0.085
C -0.39631 1.06170 0.62874 -0.012 -0.086 0.586 -0.118
C 1.25232 -0.37917 -1.99420 0.370 -0.347 0.198 -0.122
C -0.92316 -0.10471 1.12764 0.388 -0.224 -1.000 -0.620
C -1.22290 -0.27530 2.56880 -0.179 -0.051 0.254 -0.094
N 1.70333 -1.26311 -1.12608 -0.416 0.285 -0.052 0.180
S -1.32428 -1.48165 0.14483 0.028 0.078 0.390 0.936
H -0.05364 2.51636 -0.79624 -0.032 0.005 -0.081 0.128
H 0.55507 1.44093 -2.65684 0.060 -0.060 -0.012 0.117
H -0.41686 1.88625 1.33472 -0.008 -0.008 0.018 0.123
H 1.53424 -0.56911 -3.02320 0.076 -0.082 0.024 0.145
H -2.26732 -0.54674 2.71454 -0.073 -0.015 0.013 0.097
H -1.01217 0.62951 3.13010 0.066 0.038 0.011 0.094
H -0.62674 -1.09405 2.97770 0.027 0.006 0.014 0.100
H 1.52114 -1.17605 -0.13736 0.000 0.012 0.018 0.108
H 2.30191 -2.02159 -1.42026 -0.116 0.039 -0.023 0.141
H -1.22369 -0.87685 -1.04535 0.074 0.055 -0.094 -0.096


# 3
17
Properties=species:S:1:pos:R:3:forces:R:3:lowdin_charge:R:1 method="wB97M-V/def2-TZVPD" gap_ev=8.58 homo_energy_ev=-8.4391 total_charge=0 max_force_ev_per_a=0.50 de_lowest_kcal_mol=72.4 lumo_energy_ev=0.1
C 0.21935 1.67454 -0.91867 -0.018 0.012 -0.011 -0.071
C -0.02983 0.72811 0.25578 0.038 -0.047 0.096 -0.325
C -1.43181 0.08022 0.28294 0.000 -0.109 0.069 -0.218
C -1.38874 -1.33053 0.78211 0.381 0.303 -0.113 0.082
C 0.07157 -1.64239 0.86427 -0.097 -0.007 -0.069 -0.188
C 0.94422 -0.48157 0.32791 -0.064 0.070 0.273 -0.350
O 1.53506 -0.82083 -0.91566 -0.174 -0.070 -0.222 -0.038
H 0.15171 1.15304 -1.88002 -0.020 0.050 0.159 0.075
H -0.51945 2.48421 -0.92820 0.097 -0.128 0.046 0.079
H 1.21484 2.12727 -0.86864 -0.130 -0.089 0.018 0.083
H 0.08576 1.30194 1.18483 0.025 -0.122 -0.089 0.138
H -1.86328 -0.01651 -0.73387 0.055 -0.116 0.118 0.132
H -2.19150 0.66927 0.81598 0.077 -0.144 -0.105 0.115
H 0.28994 -2.59117 0.34936 -0.110 0.123 -0.078 0.122
H 0.28961 -1.94854 1.90017 -0.144 0.309 0.020 0.126
H 1.79159 -0.25521 0.98131 -0.103 -0.058 -0.088 0.144
H 0.83097 -1.13186 -1.49958 0.188 0.023 -0.023 0.096


# 4
17
Properties=species:S:1:pos:R:3:forces:R:3:lowdin_charge:R:1 method="wB97M-V/def2-TZVPD" gap_ev=10.47 homo_energy_ev=-9.3343 total_charge=0 max_force_ev_per_a=2.49 de_lowest_kcal_mol=58.0 lumo_energy_ev=1.1
C 2.24694 -0.17185 -0.12130 0.250 -0.079 -0.070 -0.099
C 1.11244 0.75250 0.26397 0.241 0.076 -0.119 -0.212
C -0.06001 -0.01856 0.76486 0.641 0.003 -0.239 -0.369
O -1.13197 0.86503 1.05107 0.126 0.399 -0.218 -0.067
C -2.06013 -0.03974 0.39538 0.372 0.597 0.225 -0.202
C -1.80409 0.01612 -1.09363 -0.067 0.296 0.318 -0.030
C -0.91596 -0.83221 -0.18070 0.135 -0.286 0.026 -0.140
H 1.93119 -0.87120 -0.90478 0.068 0.111 0.089 0.077
H 2.57743 -0.76345 0.73992 0.014 0.072 -0.117 0.077
H 3.09862 0.39561 -0.49509 0.073 -0.105 -0.016 0.070
H 0.76350 1.35011 -0.58571 0.167 -0.062 0.039 0.117
H 1.40302 1.46116 1.04838 0.087 -0.075 -0.094 0.123
H 0.19146 -0.64894 1.64000 -0.042 0.302 -0.132 0.161
H -2.75353 -0.01575 1.21048 -1.832 -1.490 -0.800 0.145
H -2.28290 -0.61006 -1.86302 -0.288 0.326 0.880 0.110
H -1.55442 1.01409 -1.45413 0.356 -0.282 0.010 0.105
H -0.76160 -1.88288 -0.41573 -0.302 0.198 0.220 0.135